Entry 1:
Here is a single C18H19N3O2 molecule at a distorted geometry from the Open Molecules 2025 dataset. Energies are from wB97M-V/def2-TZVPD.

HOMO energy: -8.8 eV
Spin multiplicity: 1
Energy above the lowest of the compared OMol25 structures with the same formula, charge and spin: 200.9 kJ/mol
E_tot: -1012.05488 a.u.
SMILES string: CN(CCOc1ccccc1)CC(=O)Nc1cccc(C#N)c1

Last columns: bonded neighbours and bond lengths (Å).
Positions of all 42 atoms, in Å:
1 O -2.509 -0.026 -1.474  C7 1.408, C8 1.366
2 O 1.968 -2.104 -1.469  C11 1.209
3 N 5.952 1.823 -1.740  C13 1.146
4 N 1.418 -1.181 0.554  C11 1.360, C12 1.392, H39 1.017
5 N -0.845 -2.554 0.686  C6 1.453, C15 1.455, C20 1.457
6 C -1.389 -3.551 1.593  N5 1.453, H26 1.089, H33 1.089, H35 1.098
7 C -1.428 -0.685 -0.857  O1 1.408, C15 1.535, H25 1.093, H30 1.096
8 C -3.342 0.756 -0.726  O1 1.366, C21 1.390, C22 1.396
9 C 4.086 1.300 -0.065  C13 1.416, C17 1.395, C19 1.393
10 C 2.911 1.864 1.944  C17 1.382, C23 1.382, H42 1.080
11 C 1.294 -2.071 -0.466  O2 1.209, N4 1.360, C20 1.529
12 C 2.266 -0.084 0.672  N4 1.392, C19 1.390, C23 1.396
13 C 5.112 1.580 -0.998  N3 1.146, C9 1.416
14 C -5.173 2.409 0.571  C16 1.386, C18 1.382, H41 1.079
15 C -1.906 -1.921 -0.082  N5 1.455, C7 1.535, H36 1.103, H38 1.093
16 C -5.342 2.100 -0.770  C14 1.386, C22 1.379, H31 1.080
17 C 3.912 2.144 1.033  C9 1.395, C10 1.382, H29 1.079
18 C -4.089 1.893 1.254  C14 1.382, C21 1.386, H28 1.080
19 C 3.269 0.188 -0.252  C9 1.393, C12 1.390, H27 1.078
20 C 0.201 -3.099 -0.170  N5 1.457, C11 1.529, H24 1.099, H34 1.094
21 C -3.174 1.068 0.618  C8 1.390, C18 1.386, H40 1.079
22 C -4.437 1.282 -1.414  C8 1.396, C16 1.379, H37 1.078
23 C 2.094 0.762 1.769  C10 1.382, C12 1.396, H32 1.081
24 H -0.182 -3.487 -1.124  C20 1.099
25 H -0.772 -0.976 -1.680  C7 1.093
26 H -0.583 -3.963 2.198  C6 1.089
27 H 3.410 -0.457 -1.104  C19 1.078
28 H -3.946 2.128 2.299  C18 1.080
29 H 4.555 3.001 1.160  C17 1.079
30 H -0.876 -0.004 -0.199  C7 1.096
31 H -6.183 2.498 -1.316  C16 1.080
32 H 1.315 0.547 2.487  C23 1.081
33 H -2.107 -3.071 2.257  C6 1.089
34 H 0.696 -3.927 0.345  C20 1.094
35 H -1.895 -4.373 1.070  C6 1.098
36 H -2.365 -2.622 -0.799  C15 1.103
37 H -4.550 1.033 -2.457  C22 1.078
38 H -2.685 -1.608 0.619  C15 1.093
39 H 0.714 -1.298 1.278  N4 1.017
40 H -2.338 0.686 1.183  C21 1.079
41 H -5.881 3.047 1.077  C14 1.079
42 H 2.764 2.509 2.797  C10 1.080

=====

Entry 2:
Here is a single C18H19N3O2S molecule at a distorted geometry from the Open Molecules 2025 dataset. Energies are from wB97M-V/def2-TZVPD.

HOMO energy: -8.1 eV
Spin multiplicity: 1
Energy above the lowest of the compared OMol25 structures with the same formula, charge and spin: 268.4 kJ/mol
E_tot: -1410.22028 a.u.
SMILES string: COc1ccccc1OCCSc1nnc(C)n1-c1ccccc1

Last columns: bonded neighbours and bond lengths (Å).
Positions of all 43 atoms, in Å:
1 S 2.009 1.487 -0.359  C9 1.735, C24 1.820
2 O -0.050 -1.995 0.369  C15 1.408, C22 1.371
3 O 1.585 -0.301 1.968  C11 1.369, C18 1.417
4 N 1.692 -0.649 -2.021  N5 1.344, C9 1.304
5 N 0.733 -1.175 -2.802  N4 1.344, C17 1.301
6 N -0.093 0.629 -1.878  C9 1.373, C17 1.374, C19 1.404
7 C -1.596 -0.647 -3.459  C17 1.481, H28 1.089, H34 1.090, H35 1.086
8 C -2.217 1.340 -0.969  C14 1.382, C19 1.390, H29 1.079
9 C 1.205 0.431 -1.476  S1 1.735, N4 1.304, N6 1.373
10 C -2.668 3.678 -0.666  C14 1.385, C23 1.385, H37 1.079
11 C 0.585 -1.084 2.477  O3 1.369, C12 1.389, C22 1.409
12 C 0.352 -0.948 3.841  C11 1.389, C13 1.382, H39 1.079
13 C -0.660 -1.644 4.475  C12 1.382, C20 1.381, H42 1.079
14 C -3.067 2.355 -0.568  C8 1.382, C10 1.385, H32 1.080
15 C -0.711 -2.993 -0.372  O2 1.408, H33 1.094, H38 1.090, H40 1.096
16 C -0.555 2.981 -1.569  C19 1.390, C23 1.383, H31 1.079
17 C -0.330 -0.428 -2.723  N5 1.301, N6 1.374, C7 1.481
18 C 2.491 -0.845 1.024  O3 1.417, C24 1.519, H27 1.101, H36 1.092
19 C -0.962 1.656 -1.475  N6 1.404, C8 1.390, C16 1.390
20 C -1.453 -2.504 3.741  C13 1.381, C21 1.384, H30 1.079
21 C -1.248 -2.643 2.379  C20 1.384, C22 1.389, H43 1.079
22 C -0.250 -1.932 1.724  O2 1.371, C11 1.409, C21 1.389
23 C -1.412 3.987 -1.161  C10 1.385, C16 1.383, H25 1.079
24 C 3.206 0.310 0.346  S1 1.820, C18 1.519, H26 1.089, H41 1.088
25 H -1.096 5.017 -1.233  C23 1.079
26 H 3.776 0.899 1.062  C24 1.089
27 H 3.230 -1.476 1.542  C18 1.101
28 H -2.048 0.307 -3.725  C7 1.089
29 H -2.513 0.307 -0.873  C8 1.079
30 H -2.240 -3.068 4.218  C20 1.079
31 H 0.425 3.213 -1.957  C16 1.079
32 H -4.041 2.110 -0.172  C14 1.080
33 H -0.525 -3.988 0.044  C15 1.094
34 H -2.304 -1.212 -2.855  C7 1.090
35 H -1.383 -1.219 -4.358  C7 1.086
36 H 1.982 -1.449 0.270  C18 1.092
37 H -3.334 4.466 -0.350  C10 1.079
38 H -0.289 -2.934 -1.376  C15 1.090
39 H 0.994 -0.277 4.390  C12 1.079
40 H -1.790 -2.813 -0.416  C15 1.096
41 H 3.845 -0.051 -0.458  C24 1.088
42 H -0.817 -1.521 5.535  C13 1.079
43 H -1.889 -3.306 1.821  C21 1.079

=====

Entry 3:
Here is a single C18H19N5O2S2 molecule at a distorted geometry from the Open Molecules 2025 dataset. Energies are from wB97M-V/def2-TZVPD.

HOMO energy: -7.7 eV
Spin multiplicity: 1
Energy above the lowest of the compared OMol25 structures with the same formula, charge and spin: 213.6 kJ/mol
E_tot: -1917.97203 a.u.
SMILES string: CCc1ccc(Nc2nnc(SCC(=O)NC(=O)c3cccn3C)s2)cc1

Last columns: bonded neighbours and bond lengths (Å).
Positions of all 46 atoms, in Å:
1 S 3.782 1.638 1.782  C15 1.761, C18 1.785
2 S 4.911 -0.700 0.205  C15 1.727, C27 1.815
3 O 2.593 -3.056 -2.828  C12 1.216
4 O 2.965 -2.605 1.236  C11 1.204
5 N 0.158 -4.338 -3.652  C14 1.343, C16 1.436, C26 1.373
6 N 1.529 1.086 0.658  N8 1.329, C18 1.289
7 N 1.922 -3.200 -0.650  C11 1.379, C12 1.390, H46 1.013
8 N 2.390 0.194 0.177  N6 1.329, C15 1.285
9 N 1.428 2.927 2.144  C18 1.347, C22 1.394, H42 1.010
10 C -2.152 3.106 1.258  C17 1.382, C19 1.389, H35 1.080
11 C 2.942 -2.572 0.033  O4 1.204, N7 1.379, C27 1.510
12 C 1.749 -3.385 -2.017  O3 1.216, N7 1.390, C26 1.452
13 C -1.547 -4.972 -2.377  C14 1.379, C20 1.393, H44 1.071
14 C -1.058 -4.908 -3.665  N5 1.343, C13 1.379, H32 1.073
15 C 3.584 0.316 0.636  S1 1.761, S2 1.727, N8 1.285
16 C 0.968 -4.106 -4.814  N5 1.436, H30 1.089, H39 1.091, H45 1.091
17 C -0.843 2.665 1.276  C10 1.382, C22 1.391, H37 1.077
18 C 2.042 1.918 1.497  S1 1.785, N6 1.289, N9 1.347
19 C -2.564 4.191 2.022  C10 1.389, C21 1.502, C24 1.389
20 C -0.576 -4.414 -1.549  C13 1.393, C26 1.393, H41 1.073
21 C -4.001 4.628 2.028  C19 1.502, C25 1.530, H28 1.092, H40 1.092
22 C 0.091 3.315 2.076  N9 1.394, C17 1.391, C23 1.393
23 C -0.310 4.403 2.848  C22 1.393, C24 1.380, H43 1.081
24 C -1.623 4.831 2.819  C19 1.389, C23 1.380, H33 1.081
25 C -4.790 3.860 3.090  C21 1.530, H31 1.088, H34 1.088, H38 1.088
26 C 0.488 -4.021 -2.357  N5 1.373, C12 1.452, C20 1.393
27 C 3.979 -1.875 -0.816  S2 1.815, C11 1.510, H29 1.090, H36 1.088
28 H -4.062 5.698 2.238  C21 1.092
29 H 4.697 -2.594 -1.210  C27 1.090
30 H 0.444 -4.479 -5.693  C16 1.089
31 H -4.751 2.792 2.891  C25 1.088
32 H -1.511 -5.236 -4.581  C14 1.073
33 H -1.919 5.677 3.423  C24 1.081
34 H -5.831 4.176 3.094  C25 1.088
35 H -2.870 2.596 0.632  C10 1.080
36 H 3.518 -1.337 -1.643  C27 1.088
37 H -0.531 1.825 0.678  C17 1.077
38 H -4.369 4.040 4.077  C25 1.088
39 H 1.929 -4.613 -4.719  C16 1.091
40 H -4.447 4.446 1.048  C21 1.092
41 H -0.658 -4.308 -0.484  C20 1.073
42 H 2.010 3.470 2.766  N9 1.010
43 H 0.411 4.914 3.471  C23 1.081
44 H -2.494 -5.374 -2.077  C13 1.071
45 H 1.168 -3.040 -4.934  C16 1.091
46 H 1.209 -3.580 -0.039  N7 1.013